Below is 3 unconnected molecules or ions with the total composition C28H50IN3O8S2 at a distorted geometry, with properties calculated with the ωB97M-V functional and the def2-TZVPD basis.

Calculated values
Structure (SMILES) ... [H]/N=C\C[C@]1(CCCI)C(=O)N[C@H](COc2cc(C)ccc2C(C)C)[C@@H]1CCN.CCOS(C)(=O)=O.CCOS(C)(=O)=O
Energy ... -80467.7700 eV

ORCA input file:
```
! RIJCOSX wB97M-V def2-TZVPD def2/J DEFGRID3
* xyz 0 1
H -9.06 0.20 5.56
H 2.39 3.94 -1.39
H 1.87 0.18 -4.92
H -5.32 1.17 7.17
H -5.69 0.60 1.62
H 6.31 2.21 -1.75
H 5.11 -5.54 0.34
C -5.01 0.33 6.55
H 3.52 -4.82 0.20
O -7.38 -0.51 6.55
C 1.49 2.01 -2.75
H 0.54 -1.02 0.12
H 5.10 1.24 -0.97
H 4.02 -0.31 -4.27
C 6.36 -3.41 -0.80
O -5.95 -1.20 4.67
C 4.13 -2.74 -1.32
C 0.48 -0.34 -1.89
H -10.06 -2.09 5.20
H 3.99 3.81 -1.57
C 6.83 -2.18 -1.28
H -9.33 -0.66 7.06
C 2.95 2.26 -2.41
H 8.08 -0.56 -3.46
C 1.88 -0.32 -3.95
H -1.09 0.37 -0.53
C -8.99 -1.96 5.37
H -3.04 -0.27 -1.86
H 3.58 2.04 -3.26
C -2.11 -0.84 -1.93
N 3.11 3.68 -2.06
H -8.61 -2.81 5.94
O 3.67 -0.59 -2.25
H -1.14 1.07 -2.10
C 0.57 -1.69 -2.60
C 4.44 -5.03 -0.34
H -2.86 -1.68 -0.08
H -4.79 -0.54 7.16
H 3.41 -1.86 -3.81
H 6.79 1.18 -0.40
C -0.98 0.13 -1.58
H -4.16 0.60 5.94
H -6.48 2.71 2.73
H 7.89 -2.01 -1.23
N 0.99 -1.51 -3.89
C 1.20 -0.46 -0.53
C 5.01 -3.72 -0.82
H 2.12 -1.03 -0.57
H 4.19 -5.65 -1.19
C 1.49 0.83 0.18
H 7.07 -4.13 -0.41
H -6.25 3.59 1.22
H 1.33 -2.35 -4.33
C 7.91 0.16 -2.67
O -6.80 1.13 4.82
C 1.06 0.56 -3.00
H -1.30 -2.32 -0.53
C -2.25 -1.98 -0.92
C 5.96 -1.21 -1.78
H -2.04 -1.20 -2.95
H -8.49 -1.95 4.41
C -8.76 -0.67 6.14
H -2.51 4.69 2.80
H 1.27 2.58 -3.65
H 0.76 1.63 0.17
C -5.91 2.74 1.81
H 3.18 0.26 0.79
C 4.59 -1.52 -1.79
C 6.14 1.25 -1.26
H -1.34 4.15 1.56
H -1.93 3.00 2.79
H 3.24 1.65 -1.56
C -6.10 1.44 1.06
S -6.33 -0.07 5.45
H 0.16 0.69 -3.61
C 6.44 0.14 -2.27
H 8.56 -0.09 -1.84
O -4.01 4.58 0.45
H 5.89 0.38 -3.18
H 8.17 1.16 -3.00
H -5.60 1.46 0.09
C 3.30 -0.80 -3.61
N 2.55 1.06 0.84
H -7.16 1.26 0.89
O -3.09 2.28 0.32
O 0.35 -2.78 -2.13
I -3.20 -3.66 -1.85
H 0.87 2.41 -1.95
C -2.19 3.86 2.18
H 3.07 -2.96 -1.36
S -3.50 3.41 1.10
O -4.53 2.94 2.20
*
```

---

Below is 2 unconnected molecules or ions with the total composition C4H7NO at a distorted geometry, with properties calculated with the ωB97M-V functional and the def2-TZVPD basis.

Calculated values
Relative energy (zero: lowest compared OMol25 entry of this formula, charge and spin) ... 208.8 kJ/mol
Structure (SMILES) ... C=CC#N.CO
Energy ... -7797.4804 eV

ORCA input file:
```
! RIJCOSX wB97M-V def2-TZVPD def2/J DEFGRID3
* xyz 0 1
C 1.52 0.28 -1.35
H -2.47 0.08 1.21
H 0.99 2.31 -1.32
H -1.66 -1.04 2.33
C 1.11 -1.09 -1.16
H -0.37 1.12 -0.92
O -0.51 0.48 1.47
C 0.66 1.29 -1.20
N 0.80 -2.19 -1.00
H 2.56 0.43 -1.59
C -1.55 -0.48 1.39
H -1.39 -1.19 0.57
H 0.32 0.01 1.56
*
```

---

Below is 2 unconnected molecules or ions with the total composition C2H8N2 at a distorted geometry, with properties calculated with the ωB97M-V functional and the def2-TZVPD basis.

Calculated values
Relative energy (zero: lowest compared OMol25 entry of this formula, charge and spin) ... 67.4 kJ/mol
Structure (SMILES) ... [H]/N=C/N.C
Energy ... -5183.0391 eV

ORCA input file:
```
! RIJCOSX wB97M-V def2-TZVPD def2/J DEFGRID3
* xyz 0 1
H 0.36 -1.19 -2.41
H -1.87 2.27 1.71
N 0.33 2.38 2.84
H -0.19 -2.91 -3.01
H 1.32 2.19 2.92
H -1.54 0.81 0.81
H 1.07 -2.78 -2.14
H 0.36 0.49 2.00
C 0.57 -2.14 -2.89
C -0.21 1.38 2.28
N -1.41 1.39 1.61
H 1.22 -1.89 -3.72
*
```

---

Below is 2 unconnected molecules or ions with the total composition C4H8O2, with properties calculated with the ωB97M-V functional and the def2-TZVPD basis.

Calculated values
Relative energy (zero: lowest compared OMol25 entry of this formula, charge and spin) ... 220.5 kJ/mol
Structure (SMILES) ... C/C=C\O.C=O
Energy ... -8370.9967 eV

ORCA input file:
```
! RIJCOSX wB97M-V def2-TZVPD def2/J DEFGRID3
* xyz 0 1
H -1.75 0.13 -0.51
H -0.99 1.19 -1.70
H -1.45 -0.46 -2.15
C -1.03 0.15 -1.35
C 0.62 -1.17 0.04
H 1.19 0.05 -1.52
O -0.26 -1.71 0.94
H -1.15 -1.37 0.76
C 0.34 -0.33 -0.95
H 1.34 0.56 2.14
O 1.16 2.21 0.97
H -0.37 0.99 1.52
H 1.63 -1.48 0.28
C 0.71 1.25 1.54
*
```

---

| no. | LUMO level (eV) |
| --- | --- |
| 1 | 0.38 |
| 2 | 0.47 |
| 3 | 0.68 |
| 4 | 0.70 |